(1)
{"formula": "C3H16NO3", "method": "the ωB97M-V functional and the def2-TZVPD basis", "elements": ["C", "C", "N", "C", "H", "H", "H", "H", "H", "H", "H", "H", "H", "H", "H", "H", "O", "H", "H", "O", "H", "H", "O"], "coordinates": [[-2.22863, -1.52382, -0.74230], [-1.22209, -1.34331, 0.39987], [0.03174, -0.72830, -0.06872], [0.84160, -1.59071, -0.97041], [-3.12248, -0.92744, -0.64258], [-1.79709, -1.26352, -1.70241], [-2.51816, -2.57953, -0.84108], [-1.63610, -0.71455, 1.17300], [-1.00751, -2.32675, 0.81249], [0.65042, -0.32522, 0.63817], [-0.29332, 0.07791, -0.64220], [1.85811, -1.18962, -0.95202], [0.52377, -1.42266, -1.99674], [0.81423, -2.61646, -0.62456], [2.92082, 1.10884, -0.04249], [1.79758, 1.77697, 0.86426], [2.02881, 1.01716, 0.29904], [-0.44704, 2.52201, -0.60227], [-1.06112, 1.94718, -1.88404], [-0.46289, 1.70204, -1.14848], [0.77025, 2.57508, 3.23309], [2.00430, 3.33820, 2.76342], [1.55480, 2.48651, 2.67694]], "e_tot_ev": -10999.92368, "s2": 0.750, "homo_lumo_gap_ev": [3.2764, 11.6233], "multiplicity": 2, "largest_force_ev_per_a": 1.20}



(2)
{"formula": "C3H7NO", "method": "the ωB97M-V functional and the def2-TZVPD basis", "elements": ["C", "C", "C", "N", "O", "H", "H", "H", "H", "H", "H", "H"], "coordinates": [[0.93613, 0.42780, -0.47396], [1.57313, -0.85458, 0.13121], [-2.43440, 0.98682, 0.24818], [-2.31234, -0.15934, 0.16523], [-1.97710, -1.25789, 0.12365], [0.08356, 0.78753, 0.12697], [2.50117, -0.91387, -0.37521], [0.82647, -1.60921, -0.18301], [1.56160, -0.75211, 1.28649], [1.68574, 1.25670, -0.21742], [0.64811, 0.40992, -1.51384], [-3.09205, 1.67820, 0.68172]], "e_tot_ev": -6753.67129, "s2": 2.013, "homo_lumo_gap_ev": [6.7864, 7.1627], "multiplicity": 3, "largest_force_ev_per_a": 9.43}



(3)
{"formula": "C3H10NO2", "method": "the ωB97M-V functional and the def2-TZVPD basis", "elements": ["C", "C", "C", "O", "N", "H", "H", "H", "H", "H", "H", "H", "H", "H", "H", "O"], "coordinates": [[-0.71370, 1.05831, -0.52940], [-0.72395, 0.21987, 0.77411], [0.37880, -0.94708, 0.83755], [0.88525, -1.59744, -0.21423], [-2.04712, 0.94037, -1.27899], [0.14439, 0.57867, -1.32522], [-0.51371, 2.22789, -0.24791], [-0.77769, 0.66052, 1.68810], [-1.69775, -0.41765, 1.03914], [0.13705, -1.71326, 1.68562], [1.18565, -0.24144, 1.12599], [-2.43217, 1.86986, -1.42439], [-2.79991, 0.84176, -0.57603], [2.27218, -1.31181, -0.15427], [3.38727, -1.05849, -1.16297], [3.31541, -1.11008, -0.23709]], "total_charge": -1, "e_tot_ev": -8856.11741, "homo_lumo_gap_ev": 7.1861, "largest_force_ev_per_a": 5.92}



(4)
{"formula": "C20H56O8", "method": "the ωB97M-V functional and the def2-TZVPD basis", "elements": ["C", "C", "O", "H", "H", "H", "H", "H", "H", "C", "C", "O", "H", "H", "H", "H", "H", "H", "C", "C", "O", "H", "H", "H", "H", "H", "H", "C", "C", "O", "H", "H", "H", "H", "H", "H", "C", "C", "C", "O", "H", "H", "H", "H", "H", "H", "H", "H", "C", "C", "C", "O", "H", "H", "H", "H", "H", "H", "H", "H", "C", "C", "C", "O", "H", "H", "H", "H", "H", "H", "H", "H", "C", "C", "C", "O", "H", "H", "H", "H", "H", "H", "H", "H"], "coordinates": [[-3.37640, -0.03319, 2.25596], [-3.16612, -1.37025, 3.07423], [-2.00296, -2.03176, 2.60730], [-2.43354, 0.48327, 2.07601], [-4.10849, 0.55029, 2.81427], [-3.66868, -0.37546, 1.26322], [-4.02067, -2.02295, 2.89580], [-3.03000, -1.19226, 4.14095], [-1.78997, -2.74999, 3.20761], [-0.11504, 1.09556, 0.03442], [0.76374, 0.02699, 0.71156], [1.82120, -0.33546, -0.21700], [-0.50704, 0.51250, -0.79893], [0.50444, 1.93362, -0.28493], [-0.98711, 1.40366, 0.61120], [0.03072, -0.77247, 0.81941], [1.26499, 0.32354, 1.63292], [1.41250, -0.84964, -0.91713], [1.33437, 1.46174, 4.77825], [-0.01666, 0.83407, 5.21479], [-0.60164, 1.39530, 6.29570], [2.19796, 1.05217, 5.30224], [1.20852, 2.53785, 4.89766], [1.52820, 1.15302, 3.75101], [0.12790, -0.23369, 5.37937], [-0.64440, 0.76811, 4.32614], [-1.48540, 1.02371, 6.34547], [1.17178, -4.00799, -0.90113], [0.55018, -3.32409, -2.09258], [0.12825, -2.02882, -1.70243], [0.39163, -4.26599, -0.18495], [1.96518, -3.35548, -0.53663], [1.72588, -4.92383, -1.10681], [-0.26815, -3.94630, -2.45491], [1.17290, -3.42501, -2.98147], [-0.74117, -2.06319, -1.29681], [0.23873, 4.32369, 1.26629], [-1.14281, 4.84537, 1.54352], [-2.23563, 4.03777, 0.87741], [-1.38104, 4.49946, 2.89967], [0.43937, 4.54188, 0.21736], [0.41889, 3.27169, 1.48751], [1.01633, 4.81975, 1.84713], [-1.31098, 5.90186, 1.33463], [-2.02653, 3.57059, -0.08494], [-3.18367, 4.57219, 0.81643], [-2.59833, 3.19078, 1.45978], [-2.29923, 4.73961, 3.04410], [-3.31725, -3.40040, -2.02823], [-3.33546, -3.06872, -0.56751], [-3.35919, -4.23465, 0.34078], [-2.24880, -2.17378, -0.32129], [-3.23336, -2.55315, -2.70883], [-4.26566, -3.83128, -2.34912], [-2.47768, -4.04952, -2.27696], [-4.31785, -2.62130, -0.41641], [-3.14176, -3.91572, 1.36015], [-2.51952, -4.80766, -0.05254], [-4.17920, -4.95249, 0.32116], [-2.10515, -1.95076, 0.60133], [6.20903, -0.37666, -1.10481], [5.54111, 0.99106, -0.65932], [6.47212, 2.19530, -1.17471], [4.29655, 1.15294, -1.20749], [6.29564, -0.46272, -2.18795], [5.55515, -1.13708, -0.67785], [7.18896, -0.47650, -0.63805], [5.39106, 0.98913, 0.42030], [6.20193, 2.41157, -2.20831], [7.53268, 2.13392, -0.93069], [6.15936, 3.05589, -0.58338], [3.78393, 0.39900, -0.90682], [0.17524, 1.35315, -5.57606], [0.00159, 0.44877, -4.31200], [-1.43488, 0.05280, -4.22201], [0.74423, -0.74377, -4.45834], [-0.29977, 0.79200, -6.38077], [1.24172, 1.52376, -5.72305], [-0.34271, 2.30219, -5.43768], [0.42285, 0.96154, -3.44729], [-1.81648, -0.66711, -4.94604], [-2.08232, 0.92932, -4.19684], [-1.58983, -0.50033, -3.29566], [0.58188, -1.33123, -3.71663]], "total_charge": 1, "e_tot_ev": -38015.93644, "s2": 0.755, "homo_lumo_gap_ev": [9.2315, 2.6434], "multiplicity": 2, "largest_force_ev_per_a": 4.43}



(5)
{"formula": "C5H8S", "method": "the ωB97M-V functional and the def2-TZVPD basis", "elements": ["C", "C", "C", "C", "C", "S", "H", "H", "H", "H", "H", "H", "H", "H"], "coordinates": [[-0.22635, -0.55722, 0.34124], [0.17070, -1.40343, -0.55153], [0.46174, 1.89810, -0.08224], [-0.20416, -2.86571, -0.56575], [-0.04894, 2.88559, 0.85388], [1.36902, 1.94359, -1.37220], [-0.83821, -0.56270, 1.21353], [0.81415, -1.07731, -1.36286], [-0.75161, -3.09328, -1.47821], [0.69014, -3.48465, -0.53441], [-0.83485, -3.10578, 0.28668], [0.56247, 3.79161, 0.84748], [-1.06177, 3.14986, 0.54138], [-0.10233, 2.48132, 1.86301]], "e_tot_ev": -16144.12322, "s2": 2.018, "homo_lumo_gap_ev": [6.5289, 8.4390], "multiplicity": 3, "largest_force_ev_per_a": 1.99}



(6)
{"formula": "C3H5NO2", "method": "the ωB97M-V functional and the def2-TZVPD basis", "elements": ["O", "N", "C", "C", "O", "C", "H", "H", "H", "H", "H"], "coordinates": [[2.28192, -0.50635, -0.56680], [1.55048, 0.53421, -0.01099], [0.33514, 0.21575, 0.16496], [-0.91548, 1.00692, 0.42598], [-1.50178, 0.28788, -0.62410], [-0.68700, -0.80971, -0.28430], [3.18177, -0.15169, -0.61185], [-0.98238, 2.10743, 0.26487], [-1.46412, -0.01300, 1.48199], [-1.23093, -1.11757, 0.83277], [-0.56763, -1.55386, -1.07253]], "e_tot_ev": -8770.75557, "homo_lumo_gap_ev": 10.6413, "largest_force_ev_per_a": 3.74}



(7)
{"formula": "C2H8N3", "method": "the ωB97M-V functional and the def2-TZVPD basis", "elements": ["C", "C", "N", "N", "N", "H", "H", "H", "H", "H", "H", "H", "H"], "coordinates": [[0.10469, -0.35402, -1.04893], [0.57981, 0.83007, -0.41500], [0.15630, 0.15943, 1.78258], [0.62609, 1.00639, 0.85614], [-0.84718, -1.00959, -0.10096], [-0.45872, -0.29933, -2.04356], [0.97864, -1.08812, -1.31559], [1.41476, 1.52748, -1.38729], [-0.13596, -0.72239, 1.60621], [0.00178, 0.67880, 2.73597], [1.27454, 1.69500, 1.25186], [-1.71276, -0.38771, -0.04915], [-1.16576, -1.84104, -0.56720]], "total_charge": 1, "e_tot_ev": -6663.52492, "homo_lumo_gap_ev": 9.9746, "largest_force_ev_per_a": 8.24}



Relative energy (zero: lowest compared OMol25 entry of this formula, charge and spin), respectively: 1.8, 83.7, 61.7, 0.0, 68.9, 160.0, 117.7 kcal/mol.